{"formula": "C44H121N11O11", "method": "ωB97M-V/def2-TZVPD", "relative_energy_ev": 3.586, "energy_ha": -3178.65648, "smiles": "COC[C@H](C)N.COC[C@H](C)N.COC[C@H](C)N.COC[C@H](C)N.COC[C@H](C)N.COC[C@H](C)N.COC[C@H](C)N.COC[C@H](C)N.COC[C@H](C)N.COC[C@H](C)N.COC[C@H](C)N", "homo_ha": -0.301, "largest_force_ev_per_a": 3.7, "symbols": ["C", "O", "C", "C", "C", "N", "H", "H", "H", "H", "H", "H", "H", "H", "H", "H", "H", "C", "O", "C", "C", "C", "N", "H", "H", "H", "H", "H", "H", "H", "H", "H", "H", "H", "C", "O", "C", "C", "C", "N", "H", "H", "H", "H", "H", "H", "H", "H", "H", "H", "H", "C", "O", "C", "C", "C", "N", "H", "H", "H", "H", "H", "H", "H", "H", "H", "H", "H", "C", "O", "C", "C", "C", "N", "H", "H", "H", "H", "H", "H", "H", "H", "H", "H", "H", "C", "O", "C", "C", "C", "N", "H", "H", "H", "H", "H", "H", "H", "H", "H", "H", "H", "C", "O", "C", "C", "C", "N", "H", "H", "H", "H", "H", "H", "H", "H", "H", "H", "H", "C", "O", "C", "C", "C", "N", "H", "H", "H", "H", "H", "H", "H", "H", "H", "H", "H", "C", "O", "C", "C", "C", "N", "H", "H", "H", "H", "H", "H", "H", "H", "H", "H", "H", "C", "O", "C", "C", "C", "N", "H", "H", "H", "H", "H", "H", "H", "H", "H", "H", "H", "C", "O", "C", "C", "C", "N", "H", "H", "H", "H", "H", "H", "H", "H", "H", "H", "H"], "positions_angstrom": [[23.052898, 16.590851, 19.883020], [24.094348, 16.816568, 18.942089], [23.736011, 16.402872, 17.617300], [24.002610, 14.939261, 17.232557], [25.235204, 14.425230, 17.909382], [24.096028, 14.933084, 15.761716], [22.154700, 17.260778, 19.713094], [23.507256, 16.722183, 20.833231], [22.638329, 15.553088, 19.699281], [22.641393, 16.670625, 17.456378], [24.222245, 17.083477, 16.934603], [23.179954, 14.368577, 17.606369], [26.180956, 14.703508, 17.432016], [25.244306, 13.346867, 17.911751], [25.180299, 14.810071, 18.923005], [24.369698, 14.018981, 15.378777], [23.351999, 15.274465, 15.175190], [21.295502, 10.928301, 15.068170], [21.733588, 11.643899, 16.236939], [21.181423, 11.081382, 17.443705], [21.743199, 12.009861, 18.520478], [21.458233, 11.436596, 19.881381], [21.230206, 13.343486, 18.523941], [21.629773, 9.919304, 15.128303], [21.654811, 11.435208, 14.157766], [20.168869, 10.749265, 15.081476], [20.070772, 11.101864, 17.434496], [21.606904, 10.079286, 17.646063], [22.821443, 12.035409, 18.296603], [21.664095, 10.399729, 19.981758], [20.385256, 11.570101, 20.078231], [22.096390, 12.011218, 20.578857], [21.097547, 13.704246, 17.584500], [20.343701, 13.461715, 18.943811], [17.567658, 12.666613, 19.198854], [17.465883, 11.723117, 18.158556], [16.483320, 10.782321, 18.566784], [16.324093, 9.671785, 17.509718], [15.244940, 8.657688, 17.848088], [17.619404, 9.047958, 17.507939], [16.604791, 12.777767, 19.738273], [18.057643, 13.577136, 18.844281], [18.281765, 12.276797, 19.945938], [16.874456, 10.303802, 19.479588], [15.492924, 11.168763, 18.662635], [16.042874, 10.051453, 16.495220], [15.088444, 7.985242, 16.973776], [14.345877, 9.166486, 18.065901], [15.522385, 8.027861, 18.683992], [18.352719, 9.715789, 17.663510], [17.735240, 8.483661, 16.726531], [19.741220, 17.439485, 10.745102], [18.500428, 17.723819, 11.452751], [17.355091, 17.337079, 10.772844], [17.023531, 18.206482, 9.562260], [16.714595, 19.648914, 10.003651], [16.024602, 17.469388, 8.821545], [20.503590, 17.535532, 11.490985], [19.869425, 18.044311, 9.930725], [19.750369, 16.410681, 10.483682], [17.533208, 16.317355, 10.471137], [16.509603, 17.232063, 11.497875], [17.878569, 18.312513, 8.926810], [15.944460, 19.723075, 10.788505], [16.503828, 20.292523, 9.195176], [17.600073, 20.026628, 10.562702], [15.161586, 17.390216, 9.286533], [15.920353, 17.770443, 7.841531], [19.166336, 20.845477, 18.562427], [18.465825, 19.738252, 19.062702], [18.977240, 18.464067, 18.624905], [18.297873, 17.253475, 19.262564], [18.266204, 17.094752, 20.766139], [18.842223, 15.986584, 18.742731], [20.230617, 20.723765, 18.933745], [18.790697, 21.723734, 19.069405], [19.301741, 20.923741, 17.497330], [18.882539, 18.365328, 17.501367], [20.061566, 18.339838, 18.854553], [17.286571, 17.256394, 18.832676], [19.282768, 17.009431, 21.183248], [17.826148, 16.141719, 21.042683], [17.835626, 17.935012, 21.365590], [19.843595, 15.995557, 18.825293], [18.678260, 15.929017, 17.712367], [20.861420, 23.146390, 12.181787], [21.965566, 22.267368, 12.318456], [21.909315, 21.252760, 11.338053], [23.105082, 20.363791, 11.328936], [23.137014, 19.400615, 10.045190], [22.964073, 19.592792, 12.549938], [19.885190, 22.603981, 12.122262], [21.051374, 23.763822, 11.345782], [20.876815, 23.683759, 13.151274], [21.047611, 20.641156, 11.613461], [21.747004, 21.735514, 10.353952], [24.011897, 20.964120, 11.254538], [22.996620, 20.007625, 9.157175], [22.304385, 18.674300, 10.056620], [24.145700, 18.895290, 10.012715], [23.516484, 18.761390, 12.655812], [23.305870, 20.201309, 13.342174], [21.902847, 17.369987, 14.529695], [21.680365, 15.988065, 14.558415], [20.421688, 15.668982, 15.188921], [20.089225, 14.199338, 14.975102], [19.710559, 13.994143, 13.487311], [19.021693, 13.915010, 15.853435], [21.529116, 17.904644, 13.642084], [23.010707, 17.441517, 14.388420], [21.607449, 17.899924, 15.450777], [20.621027, 15.803001, 16.266555], [19.602528, 16.305544, 14.741982], [20.976929, 13.542764, 15.121553], [18.912473, 14.677095, 13.201701], [19.505971, 12.946809, 13.228812], [20.588199, 14.267415, 12.852213], [18.988189, 12.990415, 16.158656], [18.121235, 14.208541, 15.558974], [13.656889, 16.776704, 11.940086], [14.715848, 16.360440, 12.780951], [14.518253, 15.000698, 13.295164], [15.726941, 14.564602, 14.130207], [15.420101, 13.094436, 14.610283], [15.947374, 15.395546, 15.319411], [13.515572, 16.099840, 11.083957], [13.910395, 17.735794, 11.577614], [12.749600, 16.829090, 12.520907], [13.593789, 15.007742, 13.771104], [14.422111, 14.296370, 12.509866], [16.674174, 14.477520, 13.592362], [16.144575, 12.824636, 15.385722], [15.373370, 12.369205, 13.807719], [14.453431, 13.065498, 15.137266], [15.912378, 16.368404, 15.081715], [15.191536, 15.213228, 15.967654], [23.108182, 12.359175, 10.015832], [24.334352, 13.071155, 10.240140], [24.851300, 13.927065, 9.212716], [24.300142, 15.315737, 9.191782], [24.913807, 16.079012, 8.061591], [24.629289, 16.025811, 10.450665], [22.256357, 13.037467, 10.004971], [22.892174, 11.734508, 10.885629], [23.111649, 11.772943, 9.128188], [25.956480, 13.957860, 9.347937], [24.633235, 13.331654, 8.261976], [23.205418, 15.337174, 9.087811], [24.681291, 17.156910, 8.285109], [24.480004, 15.807704, 7.120116], [25.989998, 15.955327, 7.958951], [24.228134, 15.568294, 11.216917], [25.648634, 15.850209, 10.593730], [12.342622, 16.949768, 17.630619], [12.913523, 15.647985, 17.425701], [12.371866, 14.661336, 18.290256], [13.017504, 13.310244, 18.010979], [12.298515, 12.174241, 18.749694], [14.465618, 13.338512, 18.438040], [12.577492, 17.464191, 16.733913], [12.636073, 17.501606, 18.571824], [11.254628, 16.813127, 17.499204], [12.537778, 14.929387, 19.330515], [11.306357, 14.695529, 18.115676], [12.923644, 13.083050, 16.916885], [13.061494, 11.402250, 19.002924], [11.509356, 11.742837, 18.142687], [11.882673, 12.522066, 19.719784], [14.913878, 14.118895, 17.989427], [14.549463, 13.269887, 19.450855], [15.258721, 21.127573, 17.171821], [15.895873, 21.339861, 15.921889], [16.164945, 20.184143, 15.229470], [17.684432, 19.836325, 15.269130], [18.482739, 21.008971, 14.644275], [17.892675, 18.516906, 14.651320], [15.536447, 22.058858, 17.674270], [15.721824, 20.277833, 17.679732], [14.168453, 20.992499, 17.013898], [15.576636, 19.380645, 15.685298], [15.795516, 20.301846, 14.210305], [17.840538, 19.736813, 16.336906], [19.578192, 20.916269, 14.678542], [17.978539, 21.921945, 15.071801], [18.351764, 20.993903, 13.514501], [18.211831, 18.545606, 13.694456], [18.733417, 18.142518, 15.117984]], "atomic_forces_ev_per_a": [[-1.194, -1.022, -2.005], [-0.457, -0.137, -0.519], [-1.449, 1.121, 0.254], [-0.174, 1.272, -1.060], [0.525, -0.106, -0.139], [1.405, -1.150, -0.284], [1.022, -0.206, 0.265], [-0.033, 0.034, 0.991], [0.459, 0.784, 0.734], [0.813, -0.549, 0.204], [0.706, -0.011, -0.197], [-0.655, -0.541, 0.203], [-0.247, 0.446, 0.052], [-0.127, -0.519, 0.182], [0.419, -0.235, 0.219], [-0.155, 0.525, 0.518], [-0.617, 0.089, 0.670], [-1.321, 0.383, 0.820], [-1.015, -0.940, -0.724], [0.863, 1.003, -0.199], [-0.295, -1.064, -0.095], [0.236, 1.139, 0.558], [0.694, 1.232, -1.169], [0.920, -0.922, -0.209], [-0.269, -0.197, 0.492], [0.989, 0.921, -0.242], [0.440, -0.182, -0.095], [-0.447, 0.117, -0.400], [-0.140, 0.082, 0.277], [0.394, -0.963, -0.009], [0.305, 0.082, 0.296], [-0.690, -0.378, 0.117], [0.256, -0.053, -0.118], [-1.056, -0.299, 0.766], [1.040, -0.094, 0.899], [-1.107, 0.113, -0.180], [0.166, -1.750, -1.182], [0.629, 0.398, 0.099], [0.867, -0.718, -0.735], [-0.185, -0.013, 1.225], [0.569, 0.492, -0.552], [-0.745, 0.166, -0.147], [-0.209, -0.091, 0.153], [-0.505, -0.023, 0.031], [-0.409, 1.064, 0.554], [0.250, 0.473, 0.704], [-0.006, 0.433, 0.559], [-1.288, 0.453, 0.182], [0.133, -0.022, 0.288], [0.262, 0.044, -0.430], [0.785, -1.055, -1.548], [-1.825, -0.973, 3.103], [1.506, 0.786, 0.539], [-0.369, -0.645, 0.122], [-0.729, 0.298, 0.883], [0.693, -0.732, 2.014], [0.940, 0.236, -1.756], [0.611, 0.519, 0.246], [0.455, 1.658, -2.089], [-0.123, -1.132, -0.645], [-0.173, -0.624, -0.723], [0.552, 0.624, -0.423], [0.719, -0.341, -0.447], [-0.246, -0.250, -0.518], [-0.325, 0.760, -0.949], [-0.240, -0.112, -0.610], [-1.202, 0.079, 0.459], [-0.153, -0.127, 0.996], [2.541, -0.684, 1.706], [-0.540, -1.463, -0.492], [0.787, 0.280, -0.271], [-1.246, -0.521, -0.790], [0.663, 1.110, 1.255], [-0.229, 0.361, -1.557], [-0.683, 0.364, -0.281], [-0.351, 0.253, -0.380], [-0.727, 0.052, -0.653], [0.031, 0.106, 0.994], [-0.253, 0.581, -0.050], [-0.203, 0.112, 0.566], [0.088, 0.089, -0.394], [-0.473, 0.065, -0.150], [-0.049, -0.612, -0.799], [0.702, -0.109, 0.233], [0.051, -0.131, 1.027], [0.048, -1.020, 2.275], [0.330, -0.299, 0.022], [-0.968, 0.750, -0.794], [0.097, -1.518, -1.376], [0.367, 0.546, 1.407], [0.894, 1.074, 2.071], [0.658, 0.298, -0.198], [-0.259, 0.978, -0.965], [-0.281, 0.206, -0.806], [-0.241, -0.281, -0.482], [0.052, -0.229, 0.116], [0.197, 0.135, 0.221], [0.186, 0.145, -0.209], [0.546, 0.138, 0.235], [-1.282, 0.309, -0.001], [0.478, -0.337, -0.669], [-0.800, -0.812, -0.979], [1.823, 0.585, -0.657], [-1.455, -0.071, -0.179], [1.188, -0.051, -0.367], [0.502, 0.170, -2.196], [1.434, 0.166, -0.470], [0.206, 0.515, 1.231], [-0.568, -0.375, 0.321], [-0.661, 0.268, 0.501], [0.043, -0.261, -0.151], [-0.710, 0.373, -0.180], [0.647, -0.488, 0.761], [-0.587, 0.680, 0.603], [-0.326, -0.171, -0.049], [-0.361, 0.252, 0.278], [-0.500, -0.038, 0.386], [-0.159, -1.737, 0.555], [-0.872, 0.477, -0.371], [0.394, -1.293, 0.443], [0.189, -1.247, 0.112], [2.508, 1.804, -1.089], [-1.093, -1.159, 1.104], [-0.156, 1.214, 0.739], [0.142, -0.851, -0.063], [-0.008, 0.003, 0.140], [0.222, 1.158, -0.382], [-0.653, 0.074, 0.082], [-1.548, -0.163, 1.684], [-0.051, -0.616, -1.410], [-0.324, 0.502, -0.516], [0.129, -0.205, -0.342], [0.234, -0.077, -0.185], [0.071, 0.104, -0.220], [0.151, 0.615, -0.203], [-0.158, 0.154, 0.147], [0.197, 1.428, 1.044], [-0.050, -0.153, 0.666], [-0.674, -2.772, -1.037], [-0.092, 0.337, 0.986], [-0.310, 1.742, 0.079], [1.852, 0.305, -1.296], [-0.135, 0.313, -0.376], [0.577, -0.118, -0.083], [0.204, -0.540, -0.891], [-0.676, -0.011, 0.015], [0.452, 1.131, 0.559], [0.212, -0.191, 0.016], [0.404, -0.892, -0.559], [-0.298, -0.119, -0.608], [0.157, -0.019, 0.285], [-0.976, -0.920, 1.327], [-0.869, 0.498, -0.059], [-0.670, -1.199, 0.001], [0.619, 0.466, 0.566], [0.047, 0.305, -0.530], [0.681, -0.058, 0.185], [0.751, 0.110, 0.865], [-1.842, -0.866, -1.085], [0.791, 0.996, -0.525], [-0.258, -0.811, -0.943], [0.035, 0.302, 0.834], [0.144, 0.049, 0.387], [-0.714, -0.509, 0.030], [0.516, 0.381, 0.784], [-0.670, 0.312, -0.329], [-0.108, -0.081, 0.087], [0.097, -0.169, -0.538], [0.415, 0.333, 0.540], [0.026, 0.593, -0.423], [0.526, 0.753, -0.583], [-0.168, 1.041, 0.412], [0.319, -1.201, -0.681], [-0.977, 0.325, -1.136], [-1.032, -0.197, -0.938], [1.119, -0.306, 1.218], [-0.722, -0.296, 0.587], [-0.218, -0.013, 0.199], [0.491, 0.078, 0.398], [0.276, -0.408, -0.227], [0.182, -0.067, -0.334], [0.536, 0.038, 0.210], [-0.275, 0.293, 0.880], [1.277, -0.497, -0.549], [-0.461, 0.072, 1.163], [-0.326, 0.409, -0.596], [-0.642, -0.093, -0.165]]}